# 1
The following is a DFT calculation (ωB97M-V with the def2-TZVPD basis set) of a structure of composition C2H7N5.

Computed properties:
LUMO level (alpha / beta) = -0.07 / -0.06 eV
max |F| = 5.22 eV/A

XYZ file:
```
14
Properties=species:S:1:pos:R:3:nbo_charge:R:1
C -0.17 -1.48 0.37 -0.1394
C 1.65 0.24 -0.35 -0.3890
N -1.58 -1.48 0.24 -0.1624
N -1.91 -0.42 -0.28 0.0032
N 0.28 -0.35 -0.45 -0.2827
N -0.86 0.33 -0.74 0.0144
N -0.90 1.88 0.36 -0.7768
H 0.15 -1.55 1.50 0.1947
H 0.44 -2.45 -0.10 0.2075
H 1.91 0.16 0.64 0.2039
H 2.28 -0.27 -1.06 0.2021
H 1.49 1.15 -0.80 0.2302
H -1.62 1.68 1.03 0.3429
H -1.17 2.57 -0.35 0.3514
```

***

# 2
The following is a DFT calculation (ωB97M-V with the def2-TZVPD basis set) of an isolated molecule of C2H7N5.

Computed properties:
SMILES string = [H]/N=C(\N)NN1CN1
LUMO level = 0.70 eV
max |F| = 3.75 eV/A

XYZ file:
```
14
Properties=species:S:1:pos:R:3:nbo_charge:R:1
H -1.38 1.95 0.90 0.3434
N -1.01 1.40 0.12 -0.7823
C 0.00 0.69 0.50 0.5748
N 0.39 0.70 1.82 -0.8164
N 1.02 0.07 -0.28 -0.5245
N 0.67 -0.56 -1.47 -0.0814
C -0.17 -1.70 -1.15 -0.1141
N -0.76 -0.48 -1.63 -0.5282
H 1.38 0.84 1.97 0.3712
H -0.13 1.33 2.42 0.3732
H 2.00 0.20 -0.08 0.4001
H -0.41 -1.97 -0.12 0.1775
H -0.13 -2.53 -1.85 0.1785
H -1.48 0.05 -1.14 0.4283
```

***

# 3
The following is a DFT calculation (ωB97M-V with the def2-TZVPD basis set) of an isolated molecule of C2H7N5O.

Computed properties:
SMILES string = N/N=C/N(O)/C=N/N
LUMO level = 1.00 eV
max |F| = 3.03 eV/A

XYZ file:
```
15
Properties=species:S:1:pos:R:3:nbo_charge:R:1
N 2.77 -1.18 0.01 -0.6615
N 1.73 -0.44 -0.46 -0.2394
C 1.28 0.55 0.16 0.1493
N 0.04 1.10 -0.26 -0.1726
O -0.05 2.42 0.07 -0.5825
C -1.34 0.61 -0.26 0.2073
N -1.55 -0.58 0.03 -0.2902
N -2.84 -1.19 0.18 -0.6371
H 3.03 -2.00 -0.65 0.3812
H 2.65 -1.48 1.03 0.3622
H 1.72 0.93 1.18 0.1348
H 0.81 2.83 0.11 0.4755
H -1.97 1.42 -0.59 0.1791
H -2.76 -2.20 -0.09 0.3611
H -3.51 -0.79 -0.46 0.3329
```

***

# 4
The following is a DFT calculation (ωB97M-V with the def2-TZVPD basis set) of the ion C2H7N8O2S with charge +1.

Computed properties:
SMILES string = [H]/N=N/C(=O)NNSN/[NH+]=C(O)/N=N/[H]
net charge = +1
LUMO level (alpha / beta) = -5.34 / -5.34 eV
max |F| = 5.33 eV/A

XYZ file:
```
20
Properties=species:S:1:pos:R:3:nbo_charge:R:1
H 4.36 -1.19 1.23 0.3335
N 3.75 -1.05 0.40 -0.2168
N 2.60 -1.20 0.70 -0.2021
C 1.44 -0.98 -0.13 0.7440
O 1.13 0.11 -0.54 -0.6307
N 0.74 -2.19 -0.27 -0.4959
N -0.40 -2.25 -1.10 -0.6054
S -1.90 -1.94 -0.44 0.6421
N -1.81 -0.46 0.36 -0.6605
N -1.85 0.79 -0.26 -0.3926
C -1.26 1.80 0.38 0.6922
O -1.18 1.83 1.70 -0.6148
N -0.58 2.59 -0.27 -0.0405
N -0.33 3.49 -1.03 -0.0965
H 0.65 3.53 -1.27 0.3720
H 1.00 -3.13 0.18 0.4425
H -0.36 -1.63 -1.95 0.3925
H -2.02 -0.37 1.33 0.3888
H -2.03 0.76 -1.20 0.4185
H -1.96 1.48 2.20 0.5297
```

***

Across the entries above, energy above the lowest of the compared OMol25 structures with the same formula, charge and spin takes the values 562.04 411.64 481.14 26.22 kJ/mol, respectively.